170
Properties=species:S:1:pos:R:3:forces:R:3:mulliken_charge:R:1 method="wB97M-V/def2-TZVPD" orbital_gap_ev=8.1 charge=+1 lumo_energy_ha=-0.13134 energy_ev=-257431.0242
C 4.97510 -3.46141 2.54051 -1.5 0.4 -0.9 -0.84
C 4.08420 -3.14275 1.24403 -0.3 0.4 0.2 -0.50
C 4.22906 -1.59030 0.75946 -0.3 -1.9 -1.0 -0.03
N 2.98198 -0.90452 1.21089 0.8 0.6 -0.2 -0.02
C 3.05801 0.58227 1.10245 2.2 -1.3 -0.6 -1.06
N 1.88518 1.09173 1.87751 0.5 3.3 -3.1 1.03
C 2.39647 1.98405 2.97494 -1.7 1.2 2.5 -0.58
C 1.55423 1.58325 4.33003 0.6 -0.3 -0.3 -0.40
O 1.12860 0.20182 4.15633 -0.5 1.2 0.5 -0.52
C 1.04306 1.67887 0.83512 1.1 -0.9 -1.7 -1.26
N -0.07840 2.40315 0.90018 1.1 -1.2 1.9 0.70
C -0.71373 2.71267 2.21865 -0.4 1.0 1.0 -0.49
C -1.98706 3.70711 2.09702 0.1 3.0 -1.7 0.35
O -1.95409 4.83077 1.58496 0.1 -4.7 2.1 -0.43
Cl -3.54439 3.06622 2.82455 1.7 0.4 -0.6 -0.16
O -0.67156 2.88065 -0.21246 -0.3 -0.4 -0.1 -0.31
C -1.68120 1.97215 -0.75759 -1.7 -0.2 -1.9 0.53
C -3.08976 2.76640 -0.98197 0.2 0.0 -0.6 -0.63
O -3.72732 2.33774 -2.22712 0.5 -0.6 1.5 -0.40
C -3.91266 0.90068 -2.24683 0.5 -1.4 -0.6 0.41
C -5.07396 0.40704 -3.24117 0.8 -0.7 0.5 -0.98
N 1.52918 1.41291 -0.55891 0.6 -1.2 1.8 0.87
C 1.06370 0.13398 -1.19015 -1.7 -0.8 -0.7 0.01
C 0.77536 0.25932 -2.78697 1.1 -0.1 0.9 -1.06
O -0.48522 -0.40367 -3.03577 1.1 -0.5 0.3 -0.29
C -0.39274 -1.82763 -2.82652 -0.6 -0.7 -1.1 -0.94
C -1.54636 -2.39105 -1.83221 -0.7 1.0 -0.5 1.06
F -2.07986 -1.38671 -0.97213 1.2 -1.9 -1.5 -0.17
F -2.64714 -2.82657 -2.65007 2.4 0.7 2.1 -0.34
C -1.05219 -3.59145 -0.89930 -1.3 -0.4 1.6 0.47
F -0.21716 -3.16314 0.18253 -1.8 -0.7 -3.0 -0.20
F -2.23802 -4.11154 -0.25535 2.3 0.9 -1.3 -0.32
C -0.37908 -4.82280 -1.66920 1.8 -1.3 0.1 0.51
F -0.87622 -5.04504 -2.97289 0.9 1.0 2.9 -0.29
F 1.03581 -4.58840 -1.74471 -3.0 -0.1 -0.2 -0.26
C -0.52693 -6.21591 -0.84081 1.2 -0.7 -0.5 0.14
F 0.23160 -6.14198 0.36306 -1.7 0.0 -2.6 -0.21
F 0.06494 -7.21005 -1.67565 -1.1 2.0 1.8 -0.28
C 2.99689 1.29364 -0.32646 0.3 0.0 0.2 -0.89
I 3.55127 3.43940 -0.12883 0.0 -0.4 0.5 0.10
C 3.97508 0.83838 -1.51149 -0.5 0.2 -0.8 -0.57
C 5.54371 0.85033 -1.13118 0.0 0.1 -0.8 0.01
C 6.29773 1.75296 -2.24155 2.3 -1.9 -2.7 0.06
O 7.06218 1.17961 -3.06052 -2.9 2.1 3.2 -0.54
O 6.11901 3.16014 -2.38558 -1.0 -1.8 0.2 -0.44
H 6.07313 -3.34148 2.26287 -1.5 -0.3 0.8 0.25
H 4.69282 -4.50481 2.89028 0.6 1.8 -0.6 0.37
H 4.64071 -2.73162 3.36195 0.8 -0.9 -1.1 0.20
H 4.26784 -3.86782 0.36411 0.0 1.2 1.5 0.38
H 2.97144 -3.29434 1.52017 1.7 0.3 -0.5 0.12
H 5.20255 -1.11037 1.12538 -1.2 -0.6 -0.3 0.34
H 4.24339 -1.65133 -0.39630 0.0 0.5 1.8 -0.06
H 2.94522 -1.08680 2.23819 -0.4 0.2 -0.9 0.36
H 4.12425 0.80567 1.44955 -1.7 0.6 0.5 0.67
H 2.21615 3.09474 2.71162 0.6 -1.8 0.4 0.42
H 3.48850 1.83085 3.24903 -1.5 0.0 -1.0 0.37
H 2.25560 1.58829 5.22708 -0.9 0.1 -1.2 0.37
H 0.70159 2.30586 4.55241 1.0 -1.1 -0.3 0.16
H 0.20651 0.16034 3.83143 0.8 0.1 0.3 0.30
H -1.02789 1.74709 2.73368 0.5 1.4 -0.6 0.36
H 0.06624 3.31703 2.81945 -1.5 -1.1 -0.8 0.23
H -1.32983 1.70510 -1.82554 -0.4 0.2 1.9 -0.06
H -1.85342 1.02743 -0.13157 0.6 1.5 -0.7 0.18
H -2.90487 3.89669 -1.13215 -0.2 -1.8 0.5 0.31
H -3.80510 2.53703 -0.12179 1.0 0.5 -0.9 0.30
H -2.93551 0.41098 -2.62889 -1.4 0.8 0.7 -0.32
H -4.06734 0.50166 -1.17042 -0.1 0.6 -1.6 0.23
H -5.25215 1.14364 -4.09144 0.1 -0.8 1.3 0.33
H -6.00375 0.12893 -2.64426 1.3 0.8 -1.2 0.14
H -4.69484 -0.57037 -3.72561 -0.6 1.5 0.7 0.27
H 1.77043 -0.75112 -1.06309 -0.8 1.4 0.4 0.54
H 0.07094 -0.14645 -0.66967 1.5 0.3 -1.0 -0.03
H 0.80885 1.34707 -3.15762 -0.7 -1.7 0.7 0.39
H 1.62886 -0.27991 -3.34533 -1.3 0.7 0.7 0.32
H 0.64871 -2.20305 -2.54113 -1.4 0.7 0.0 0.35
H -0.63033 -2.31672 -3.84818 0.3 0.6 1.7 0.36
H -1.60811 -6.50496 -0.64169 1.5 0.4 -0.1 0.29
H 3.70325 -0.17698 -1.98174 0.4 1.4 1.0 0.24
H 3.83295 1.60625 -2.36470 -0.1 -1.2 1.4 0.69
H 5.76179 1.18921 -0.06192 -0.3 -0.3 -1.6 0.36
H 5.94777 -0.21610 -1.30586 -0.5 1.9 0.4 0.28
H 5.42741 3.33454 -3.07408 0.9 -0.3 0.7 0.36
C 9.86312 3.13334 -3.54760 -0.6 0.0 0.3 -0.14
C 9.91563 4.63653 -3.32614 0.0 0.0 -0.7 -0.32
O 10.81545 4.81691 -2.23349 0.3 -0.8 0.3 -0.33
S 11.94682 3.65510 -2.28103 0.0 0.2 -0.4 1.05
O 13.11247 4.18820 -2.91915 -0.7 -0.6 0.7 -0.55
O 11.98578 3.01190 -1.00192 0.2 0.6 -0.7 -0.45
O 11.19781 2.67122 -3.33029 0.5 0.7 0.3 -0.34
H 9.21190 2.64944 -2.81532 0.0 0.0 -0.1 0.11
H 9.53034 2.87621 -4.55357 0.2 -0.1 0.1 0.32
H 8.93746 5.05694 -3.09273 0.2 0.0 0.2 0.31
H 10.33325 5.15011 -4.19721 -0.1 0.0 0.0 0.29
C -9.14442 -2.32916 -3.42125 0.0 -0.5 0.5 -0.35
C -10.44885 -1.88601 -2.77880 -0.4 -0.4 -0.6 0.04
O -10.16926 -0.60065 -2.22031 1.1 0.4 -0.2 -0.31
S -9.06960 0.14991 -3.14615 -0.7 -0.3 -0.2 1.18
O -9.75835 1.03463 -4.03622 0.9 -0.4 0.7 -0.60
O -7.98861 0.57934 -2.30775 -1.0 0.1 -0.4 -0.53
O -8.58468 -1.14540 -3.99367 -0.4 0.8 0.3 -0.33
H -8.44437 -2.70937 -2.67185 -0.1 0.0 0.0 0.30
H -9.29953 -3.08740 -4.18923 0.1 0.3 -0.1 0.32
H -10.78736 -2.57659 -2.00655 0.2 0.3 0.0 -0.11
H -11.23629 -1.76479 -3.52810 0.0 -0.1 0.1 0.34
C 11.40604 2.87419 2.42626 0.7 0.4 -0.3 -0.26
C 11.73263 3.45371 3.79353 0.2 -0.7 0.2 -0.33
O 10.71205 4.42394 4.03690 -0.7 0.0 -0.7 -0.30
S 9.33610 3.93340 3.33116 0.5 -0.1 0.0 1.09
O 8.52448 3.29077 4.32304 0.2 0.5 -0.9 -0.54
O 8.85026 4.99313 2.50010 0.0 -0.7 0.8 -0.53
O 9.97972 2.78545 2.38434 -0.5 0.4 0.8 -0.26
H 11.72924 3.54431 1.62538 0.0 -0.1 0.0 0.24
H 11.85314 1.89092 2.27765 -0.3 0.0 0.0 0.31
H 12.71910 3.91587 3.82466 -0.2 0.2 0.0 0.31
H 11.66502 2.68922 4.57318 0.1 0.0 -0.1 0.29
C -13.81115 -3.57265 1.29886 -0.7 0.0 0.2 -0.33
C -14.03175 -5.05989 1.07081 0.4 -0.1 0.6 -0.36
O -13.98548 -5.22739 -0.34672 0.3 0.8 -0.5 -0.30
S -12.95684 -4.14265 -0.97509 -0.5 -0.2 0.4 1.15
O -11.68951 -4.78501 -1.17169 -0.7 0.7 -0.2 -0.55
O -13.63266 -3.42507 -2.01234 0.8 -0.6 0.5 -0.52
O -12.83958 -3.18224 0.32660 0.3 -0.7 -0.6 -0.26
H -14.72662 -3.00440 1.11292 0.0 -0.1 0.0 0.29
H -13.45032 -3.35864 2.30533 0.2 0.0 -0.2 0.30
H -14.98617 -5.40462 1.46823 0.0 0.0 -0.3 0.32
H -13.22152 -5.65099 1.50765 -0.1 0.0 0.0 0.28
C -6.13841 4.58220 -1.29878 -0.1 -0.4 0.3 0.15
C -7.63829 4.45349 -1.51895 0.1 -0.2 -0.6 -0.27
O -8.20719 5.58237 -0.85726 0.5 0.4 0.4 -0.35
S -7.16581 6.82566 -0.94341 0.0 -0.2 -0.1 1.07
O -7.55726 7.66270 -2.03724 0.4 -0.4 1.0 -0.54
O -6.95051 7.32725 0.38090 -0.3 -0.1 -0.9 -0.58
O -5.85764 5.97782 -1.39703 -2.8 -0.4 1.9 -0.16
H -5.85714 4.24792 -0.29493 0.0 -0.1 0.0 0.01
H -5.56344 4.02563 -2.04067 0.0 0.3 0.0 0.06
H -8.04095 3.52572 -1.11210 -0.1 0.2 0.1 0.27
H -7.88811 4.52247 -2.58171 0.1 -0.1 0.0 0.33
C -1.44530 7.91770 -2.37885 0.3 -0.3 -0.3 -0.22
C -1.76261 8.66637 -3.66501 0.2 0.5 0.2 -0.44
O -3.06220 8.21631 -4.04413 -0.1 -0.5 0.6 -0.33
S -3.91980 7.88106 -2.70460 -0.2 0.0 -0.3 1.17
O -4.74077 9.01335 -2.40189 0.5 -1.1 -0.1 -0.58
O -4.44104 6.55327 -2.81772 2.2 1.9 -1.7 -0.42
O -2.67678 7.86286 -1.65937 -0.4 0.3 -0.5 -0.31
H -1.12625 6.89214 -2.58738 0.0 0.1 0.0 0.18
H -0.68073 8.42157 -1.78637 -0.3 0.0 0.1 0.34
H -1.03934 8.46225 -4.45462 -0.3 -0.1 0.0 0.32
H -1.81559 9.74509 -3.49083 0.1 -0.1 0.0 0.30
C 6.86109 -9.04853 3.98542 0.0 -0.5 0.5 -0.33
C 5.53895 -8.63643 4.61411 -0.3 -0.3 -0.5 -0.30
O 5.77485 -7.33438 5.15109 0.9 0.3 -0.3 -0.32
S 6.85559 -6.56425 4.21813 0.1 -0.4 0.2 1.02
O 6.14031 -5.71586 3.30691 1.3 -1.1 0.8 -0.48
O 7.91465 -6.08614 5.05230 -0.9 0.0 -0.7 -0.57
O 7.38544 -7.85780 3.39522 -0.6 0.7 0.2 -0.32
H 7.56907 -9.39302 4.74424 -0.1 0.0 0.0 0.29
H 6.73435 -9.82435 3.22972 0.1 0.3 -0.1 0.31
H 5.21843 -9.32340 5.39710 0.1 0.3 0.1 0.32
H 4.75158 -8.55323 3.85920 0.0 -0.1 0.0 0.27
C -2.79422 -6.09028 3.89943 -0.4 0.5 0.0 -0.35
C -1.87565 -5.36617 2.92685 -0.2 -0.5 -0.4 -0.03
O -0.77480 -4.92112 3.71792 -0.2 -0.2 0.7 -0.24
S -0.51719 -5.98801 4.91485 0.1 -0.1 0.1 1.07
O 0.53467 -6.87185 4.50991 -0.7 0.6 0.5 -0.53
O -0.49966 -5.27790 6.15671 0.2 -0.5 -1.0 -0.54
O -1.92465 -6.78657 4.79235 0.8 0.3 -0.3 -0.33
H -3.38718 -5.38168 4.48453 0.0 0.0 -0.1 0.30
H -3.46112 -6.78979 3.39422 0.2 -0.1 0.2 0.32
H -2.36580 -4.52249 2.44081 0.2 0.1 0.2 0.28
H -1.48965 -6.05015 2.16534 -0.1 0.0 0.0 0.02